# 1
DFT (wB97M-V/def2-TZVPD) results for one molecule with the formula C27H32N4O2S.

Geometry (Å):
H  1.707  5.616  1.106
H  -1.934  -7.961  -0.205
N  0.151  4.906  -0.098
H  -0.729  1.605  3.529
H  1.525  5.798  -1.318
H  -2.110  -3.154  0.275
C  -0.591  0.599  3.166
H  0.482  2.511  -2.552
H  -2.428  -0.099  3.991
H  0.412  -4.105  -3.033
C  1.091  4.802  -1.176
C  -1.344  -1.683  3.044
H  -2.850  -5.491  0.376
C  -1.716  -3.872  -0.430
H  -0.817  -1.490  -0.584
C  -2.105  -7.553  -1.200
N  1.561  1.183  2.151
N  1.940  2.429  -1.089
C  2.284  3.828  -1.022
C  -2.133  -5.188  -0.373
H  -1.176  3.538  -0.914
H  1.657  -2.253  -2.199
O  2.437  -0.069  -0.386
H  -1.769  4.468  0.463
H  -0.132  1.920  0.462
C  -0.352  -2.016  -1.428
H  0.532  4.561  -2.082
H  -2.091  -2.432  3.260
H  -0.327  -6.428  -2.930
H  1.701  -1.336  1.619
C  -0.780  -1.329  -2.724
C  1.165  -1.875  -1.298
O  -0.962  0.930  -3.461
H  -0.764  4.773  2.662
H  2.481  0.783  2.011
C  -0.794  -3.455  -1.383
C  1.549  2.543  2.243
H  -3.173  -7.613  -1.405
C  0.760  0.520  -1.921
C  0.778  -1.071  2.111
C  -0.723  -5.713  -2.222
S  2.970  3.328  2.591
H  0.001  -3.057  2.099
H  -0.320  -1.829  -3.582
H  -1.579  -8.170  -1.924
H  0.937  4.821  3.182
C  -0.305  -4.396  -2.279
H  -1.861  -1.380  -2.864
C  -0.898  3.937  0.062
C  1.528  -0.419  -1.142
C  -0.173  -2.031  2.390
N  0.392  3.202  2.009
H  0.168  6.479  1.285
C  -1.641  -6.130  -1.269
C  0.623  5.488  1.146
H  3.008  4.066  -1.811
C  1.056  1.876  -1.885
C  -0.362  0.126  -2.767
C  0.565  0.261  2.464
C  0.270  4.601  2.348
C  -1.536  -0.372  3.445
C  -0.562  2.757  1.013
H  2.474  1.760  -0.524
H  -1.487  2.406  1.487
H  1.548  -2.441  -0.448
H  2.773  3.992  -0.058

Atoms 1-3, force components in eV/Å:
H -0.04 -0.02 0.04
H 0.00 -0.09 0.03
N 0.10 -0.21 0.10

**Gap between HOMO and LUMO**: 0.311 hartree
**Energy above the lowest of the compared OMol25 structures with the same formula, charge and spin**: 33.4 kcal per mole
**M**: 476.65 g/mol
**SMILES**: Cc1ccc(C2CC(=O)C(=CNCCN3CCN(C(=S)Nc4ccccc4)CC3)C(=O)C2)cc1
**LUMO**: 0.38 eV

---

# 2
DFT (wB97M-V/def2-TZVPD) results for a 2-piece molecular cluster, C27H32NO2 overall at a distorted geometry.

Geometry (Å):
H  1.254  -0.026  -2.598
C  -0.842  3.284  2.255
C  6.216  5.122  5.021
H  -1.540  2.687  2.855
C  -0.193  1.898  -1.647
H  -0.689  1.365  -3.651
C  2.302  1.948  -1.084
C  0.421  6.535  1.301
C  4.675  3.402  4.154
H  -0.908  10.271  3.192
H  2.595  1.024  -0.544
C  1.932  6.997  3.148
H  -1.019  2.624  -1.568
H  8.871  3.480  5.307
C  -1.255  9.231  3.223
H  -1.742  9.066  4.193
C  -2.208  8.944  2.051
H  2.415  5.712  1.478
C  1.422  0.887  -3.187
C  7.912  3.666  5.805
C  5.321  6.089  4.632
C  0.626  3.181  2.783
C  3.094  6.789  3.925
C  5.906  3.773  4.729
H  7.390  5.511  6.798
C  2.522  1.762  -2.582
C  3.772  4.379  3.805
N  0.921  2.328  -0.786
C  0.179  1.764  -3.117
H  0.865  4.042  3.425
C  7.516  5.143  5.774
H  2.960  2.754  -0.709
O  -1.743  7.714  1.362
H  -1.380  3.561  0.163
C  -0.847  2.833  0.793
H  5.560  7.133  4.791
H  4.459  2.348  4.024
H  -3.247  8.810  2.376
H  -0.590  0.924  -1.307
H  2.795  4.118  3.396
C  -0.156  8.244  2.972
C  4.056  5.757  4.044
H  3.290  7.632  4.603
C  1.633  6.331  1.917
H  0.161  6.035  0.374
H  3.527  1.375  -2.745
C  1.033  8.002  3.614
H  0.745  2.258  3.374
H  -2.170  9.759  1.312
O  6.866  2.897  5.123
H  0.405  2.753  -3.535
H  1.642  0.581  -4.217
C  0.628  2.735  0.465
H  7.976  3.282  6.827
C  1.436  3.077  1.540
H  1.272  8.584  4.499
H  2.448  2.744  -3.067
H  2.530  3.039  1.505
H  -1.130  4.341  2.295
H  -1.369  1.865  0.672
C  -0.499  7.448  1.857
H  8.275  5.764  5.287

Atoms 1-3, force components in eV/Å:
H 0.15 0.10 -0.11
C 0.11 0.32 0.53
C -0.61 -0.36 -0.51

**Gap between HOMO and LUMO**: 0.170 hartree
**Total charge**: +1
**Energy above the lowest of the compared OMol25 structures with the same formula, charge and spin**: 5.3 kcal per mole
**M**: 402.56 g/mol
**LUMO**: -4.83 eV

---

# 3
DFT (wB97M-V/def2-TZVPD) results for a 4-piece molecular cluster, C27H33BNO10S overall.

Geometry (Å):
C  -2.466  5.351  3.170
O  -3.182  -4.732  2.469
O  -0.426  1.671  0.238
C  5.921  -1.408  -3.489
H  -2.364  3.643  4.540
N  -2.057  -1.261  -2.567
H  4.993  -1.963  -3.359
C  -2.375  4.723  4.512
H  6.454  -1.905  -4.306
H  3.083  -0.217  -4.789
C  -0.773  1.487  3.762
C  5.622  0.024  -3.937
S  0.975  -3.267  -1.345
C  -3.005  1.124  2.614
H  1.102  -5.181  -2.759
H  -2.857  -3.189  0.370
H  -2.235  5.026  6.604
O  -6.390  -0.650  1.433
H  1.606  0.195  -3.956
H  5.291  0.857  -2.005
O  1.914  -2.783  -0.331
H  0.876  1.809  2.466
C  -0.963  1.524  1.310
H  6.741  -0.599  -1.619
H  1.991  -5.379  -1.204
O  -1.717  -2.417  -3.188
C  6.789  -1.504  -2.225
B  0.811  -1.963  -2.747
C  -5.860  -2.447  2.850
O  -2.770  1.149  4.959
C  -2.321  6.945  5.555
H  -2.963  1.164  0.496
C  -2.417  1.247  1.428
C  -0.185  1.624  2.576
H  2.696  -4.416  -2.534
H  -0.269  -3.330  -4.217
C  -2.304  5.463  5.615
C  -0.379  -2.333  -3.779
H  2.757  1.251  -2.400
H  3.024  -2.216  -2.906
C  -2.418  7.575  4.212
H  2.231  -2.396  -4.473
H  5.167  0.004  -4.930
H  7.837  -1.669  -2.487
C  -2.486  6.837  3.108
C  3.321  0.361  -2.690
C  1.773  -4.714  -2.038
H  -0.230  1.553  4.696
C  4.767  0.842  -2.967
H  0.567  -0.962  -2.106
O  -0.315  -3.758  -0.858
H  6.582  0.542  -4.063
C  -5.651  -1.591  1.655
C  2.231  -1.811  -3.543
O  -2.888  -1.453  -1.738
C  2.557  -0.333  -3.837
H  -2.554  7.268  2.117
C  -3.902  -3.793  2.212
C  -3.694  -2.935  1.015
O  -2.260  7.621  6.560
H  3.300  -0.283  -1.807
H  -4.387  -1.280  -0.102
C  -5.048  -3.466  3.108
H  -5.170  -4.108  3.971
H  -2.428  8.657  4.195
C  -2.233  1.240  3.871
H  -0.402  -1.608  -4.603
H  4.751  1.884  -3.300
H  6.489  -2.346  -1.599
O  -2.518  4.683  2.162
C  -4.514  -1.913  0.765
H  -6.698  -2.186  3.485
H  -4.067  0.938  2.719

Atoms 1-3, force components in eV/Å:
C 0.02 0.01 -0.02
O 0.00 -0.02 -0.01
O -0.03 0.08 -0.01

**Gap between HOMO and LUMO**: 0.198 hartree
**Total charge**: -1
**M**: 574.44 g/mol
**LUMO**: -0.12 eV

---

What is the formula in the first record?
C27H32N4O2S

---

Repeat the third record exactly.
DFT (wB97M-V/def2-TZVPD) results for a 4-piece molecular cluster, C27H33BNO10S overall.

Geometry (Å):
C  -2.466  5.351  3.170
O  -3.182  -4.732  2.469
O  -0.426  1.671  0.238
C  5.921  -1.408  -3.489
H  -2.364  3.643  4.540
N  -2.057  -1.261  -2.567
H  4.993  -1.963  -3.359
C  -2.375  4.723  4.512
H  6.454  -1.905  -4.306
H  3.083  -0.217  -4.789
C  -0.773  1.487  3.762
C  5.622  0.024  -3.937
S  0.975  -3.267  -1.345
C  -3.005  1.124  2.614
H  1.102  -5.181  -2.759
H  -2.857  -3.189  0.370
H  -2.235  5.026  6.604
O  -6.390  -0.650  1.433
H  1.606  0.195  -3.956
H  5.291  0.857  -2.005
O  1.914  -2.783  -0.331
H  0.876  1.809  2.466
C  -0.963  1.524  1.310
H  6.741  -0.599  -1.619
H  1.991  -5.379  -1.204
O  -1.717  -2.417  -3.188
C  6.789  -1.504  -2.225
B  0.811  -1.963  -2.747
C  -5.860  -2.447  2.850
O  -2.770  1.149  4.959
C  -2.321  6.945  5.555
H  -2.963  1.164  0.496
C  -2.417  1.247  1.428
C  -0.185  1.624  2.576
H  2.696  -4.416  -2.534
H  -0.269  -3.330  -4.217
C  -2.304  5.463  5.615
C  -0.379  -2.333  -3.779
H  2.757  1.251  -2.400
H  3.024  -2.216  -2.906
C  -2.418  7.575  4.212
H  2.231  -2.396  -4.473
H  5.167  0.004  -4.930
H  7.837  -1.669  -2.487
C  -2.486  6.837  3.108
C  3.321  0.361  -2.690
C  1.773  -4.714  -2.038
H  -0.230  1.553  4.696
C  4.767  0.842  -2.967
H  0.567  -0.962  -2.106
O  -0.315  -3.758  -0.858
H  6.582  0.542  -4.063
C  -5.651  -1.591  1.655
C  2.231  -1.811  -3.543
O  -2.888  -1.453  -1.738
C  2.557  -0.333  -3.837
H  -2.554  7.268  2.117
C  -3.902  -3.793  2.212
C  -3.694  -2.935  1.015
O  -2.260  7.621  6.560
H  3.300  -0.283  -1.807
H  -4.387  -1.280  -0.102
C  -5.048  -3.466  3.108
H  -5.170  -4.108  3.971
H  -2.428  8.657  4.195
C  -2.233  1.240  3.871
H  -0.402  -1.608  -4.603
H  4.751  1.884  -3.300
H  6.489  -2.346  -1.599
O  -2.518  4.683  2.162
C  -4.514  -1.913  0.765
H  -6.698  -2.186  3.485
H  -4.067  0.938  2.719

Atoms 1-3, force components in eV/Å:
C 0.02 0.01 -0.02
O 0.00 -0.02 -0.01
O -0.03 0.08 -0.01

**Gap between HOMO and LUMO**: 0.198 hartree
**Total charge**: -1
**M**: 574.44 g/mol
**LUMO**: -0.12 eV

---

The lowest LUMO belongs to which entry?
C27H32NO2